C21H47BaNO2SSi2 | ωB97M-V with the def2-TZVPD basis set

Cartesian coordinates (Å):
O1 -0.90692 -1.98911 -3.36244
O2 -2.41547 -0.38720 -4.89406
C1 0.26129 -2.79923 -3.25394
C2 0.57264 -3.38045 -1.88875
H1 1.09733 -2.17038 -3.60230
H2 0.13506 -3.60555 -3.99365
H3 0.73349 -2.61420 -1.11854
H4 1.51155 -3.93682 -1.98220
H5 -0.18952 -4.09340 -1.56134
C3 -1.84546 -1.92546 -2.26805
C4 -2.94761 -2.93210 -2.40431
H6 -2.24897 -0.90641 -2.29985
H7 -1.31898 -2.03592 -1.30756
H8 -3.58514 -2.69689 -3.25901
H9 -3.55600 -2.90823 -1.49565
H10 -2.55195 -3.94383 -2.51139
C5 -3.57663 0.46493 -4.96055
C6 -2.21892 -1.27725 -6.01000
C7 -4.65453 0.07501 -3.97618
H11 -3.99414 0.48193 -5.97993
H12 -3.21434 1.47130 -4.72104
H13 -5.10902 -0.89341 -4.22381
H14 -5.44401 0.83332 -4.02499
H15 -4.29688 0.04252 -2.93993
C8 -3.33551 -2.27475 -6.12909
H16 -1.26206 -1.77873 -5.82017
H17 -2.08923 -0.68668 -6.93423
H18 -3.52540 -2.74819 -5.16072
H19 -3.06378 -3.05355 -6.84482
H20 -4.25222 -1.79139 -6.48018
H21 -0.94566 -0.18911 -3.73385
Ba1 0.57539 2.22279 -1.08494
C9 -0.31649 0.68697 -3.32367
Si1 0.58142 1.47755 -4.77083
H22 -1.07255 1.32675 -2.83292
H23 0.37311 0.20479 -2.60580
C10 1.39887 0.07260 -5.70778
C11 1.86917 2.73356 -4.20183
C12 -0.64464 2.38974 -5.84134
C13 2.49520 0.09305 -0.90482
Si2 3.72465 1.16234 -0.02374
H24 2.80660 -0.32828 -1.87555
H25 2.10544 -0.75010 -0.30400
C14 4.25116 2.56785 -1.16962
C15 5.22537 0.19284 0.53924
C16 2.96413 1.99341 1.49194
H26 -0.12235 2.91078 -6.65450
H27 -1.17971 3.14037 -5.24475
H28 -1.38360 1.70854 -6.28176
H29 2.30580 -0.27712 -5.19230
H30 1.68782 0.40053 -6.71695
H31 0.72222 -0.78699 -5.81626
H32 2.57543 2.37176 -3.43499
H33 1.40080 3.67513 -3.86732
H34 2.47879 2.99485 -5.08021
H35 5.41931 -0.62192 -0.17152
H36 5.05789 -0.25650 1.52838
H37 6.12413 0.82216 0.59590
H38 2.38317 1.29691 2.11337
H39 2.31481 2.86374 1.27926
H40 3.78928 2.37667 2.11357
H41 5.23050 2.93018 -0.82152
H42 3.57486 3.44065 -1.16297
H43 4.37259 2.22610 -2.20716
S1 -0.63974 3.43016 1.47759
C17 -0.58630 1.80735 1.98552
C18 -0.65937 1.49288 3.36444
C19 -0.38637 0.20139 3.79070
C20 -0.07312 -0.77745 2.83471
C21 -0.09571 -0.43169 1.48158
N1 -0.36854 0.82356 1.04462
H44 -0.88768 2.31136 4.04195
H45 -0.42245 -0.05616 4.85045
H46 0.18697 -1.79628 3.11897
H47 0.14636 -1.15973 0.70359

LUMO = -0.1 eV
HOMO-LUMO gap = 6.398 eV
molecular weight = 571.2 g/mol
electronic energy = -2036.2568 Eh
charge = 0
energy above the lowest of the compared OMol25 structures with the same formula, charge and spin = 0.0 kJ/mol

Mulliken population analysis, charges in e, atoms 1 to 6: O -0.16; O -0.13; C -0.19; C -1.17; H 0.20; H 0.25

=====

C12H25HoN3OP2 | ωB97M-V with the def2-TZVPD basis set

Cartesian coordinates (Å):
Ho1 -0.23677 0.33785 0.15119
P1 -2.38736 -1.66537 0.69327
P2 -0.02168 3.20010 0.29219
N1 0.73414 -1.70929 -0.20657
N2 1.80923 0.67811 -0.67769
H1 2.10923 -2.45714 -1.60800
H2 3.68120 -0.32919 -0.83981
H3 2.80033 -2.21846 0.00073
C1 2.11037 -1.78616 -0.73703
H4 2.66166 -0.40540 -2.28661
C2 2.64046 -0.42389 -1.18324
H5 0.31241 -3.68853 -0.70362
H6 3.11857 2.06588 -1.56286
C3 -0.11489 -2.69447 -0.50596
C4 2.18621 1.93018 -0.98011
C5 -1.53423 -2.49519 -0.73278
C6 1.53358 3.12326 -0.64039
H7 -2.05602 -3.43424 -1.00515
H8 2.05472 4.04360 -0.93856
H9 -0.64871 4.30770 -0.37525
H10 0.55006 3.87117 1.42856
H11 -3.69545 -1.82318 0.12294
H12 -2.40887 -2.82299 1.53877
H13 0.22903 0.48037 -2.95034
C7 -0.85813 0.33008 -3.07730
C8 -1.57674 1.65012 -3.24903
C9 -1.08342 -0.65364 -4.20057
O1 -1.37604 -0.16026 -1.76518
H14 -1.40966 2.14685 -4.19075
H15 -2.65658 1.43685 -3.16707
H16 -1.33660 2.36988 -2.45169
H17 -0.43279 -1.53124 -4.12989
H18 -2.13218 -0.97172 -4.25326
H19 -0.84226 -0.16987 -5.16341
H20 -1.61430 -1.24980 -1.62792
C10 0.65035 -0.24564 5.68420
C11 -0.59564 0.33962 5.01044
C12 -0.46684 0.34326 3.57035
N3 -0.36391 0.33806 2.41438
H21 0.80339 -1.28296 5.37314
H22 0.57963 -0.23140 6.77099
H23 1.53970 0.32584 5.40085
H24 -1.49243 -0.24164 5.26842
H25 -0.76304 1.37278 5.34172

LUMO (spin up / spin down) = -6.4 / -9.0 eV
HOMO-LUMO gap (spin up / spin down) = 7.803 / 5.154 eV
multiplicity = 6
molecular weight = 454.2 g/mol
electronic energy = -2341.8960 Eh
charge = +2
⟨S²⟩ = 8.784
energy above the lowest of the compared OMol25 structures with the same formula, charge and spin = 139.5 kJ/mol

Mulliken population analysis, charges in e, atoms 1 to 6: Ho 0.83; P -0.10; P -0.22; N -0.02; N -0.03; H 0.39

=====

C29H23Br2N5OPdS8 | ωB97M-V with the def2-TZVPD basis set

Cartesian coordinates (Å):
Pd1 -0.95613 -0.41683 -0.09701
Br1 -5.92157 -4.13123 -2.17144
C1 -4.31946 -3.32931 -1.64938
C2 -3.35893 -2.99740 -2.59050
C3 -2.21173 -2.36231 -2.15684
N1 -1.98119 -2.07947 -0.87360
C4 -2.89490 -2.45339 0.04793
C5 -4.08106 -3.06246 -0.30742
C6 -2.51253 -2.19020 1.45253
C7 -3.10962 -2.81385 2.52838
C8 -2.62019 -2.55911 3.80338
Br2 -3.40759 -3.37914 5.28363
C9 -1.54096 -1.70732 3.96317
C10 -0.99420 -1.12139 2.83871
N2 -1.46842 -1.35138 1.61628
H1 -3.50005 -3.21357 -3.63936
H2 -1.44593 -2.07395 -2.86290
H3 -4.82074 -3.31385 0.43810
H4 -3.92929 -3.50195 2.38598
H5 -1.13837 -1.48738 4.94097
H6 -0.17012 -0.42803 2.91180
C11 5.67909 0.52427 1.01141
S1 5.61321 1.68296 2.39061
C12 4.38601 1.26975 3.45841
C13 3.26623 0.30255 3.29848
S2 2.84043 -0.43211 1.92742
S3 2.33766 0.08349 4.75423
C14 3.00492 1.37607 5.69729
S4 2.53002 1.86675 7.13567
S5 4.39369 2.15513 4.89421
H7 6.66349 0.72736 0.58980
H8 4.89971 0.72772 0.28478
H9 5.62940 -0.50001 1.36826
S6 -0.25525 2.44620 3.33083
C15 -0.72731 1.80887 1.93037
N3 -1.10822 1.37253 0.90468
C16 3.28628 3.22264 -0.03524
S7 2.49671 1.97847 -1.06577
O1 1.64711 1.17950 -0.11277
C17 1.43336 3.09729 -1.95801
C18 0.26345 3.56364 -1.37617
C19 -0.52023 4.45923 -2.08732
C20 -0.13199 4.87451 -3.35598
C21 1.03839 4.39371 -3.92785
C22 1.82736 3.48964 -3.22980
H10 2.51944 3.83153 0.44101
H11 3.93930 3.83611 -0.65549
H12 3.87069 2.68799 0.71486
H13 -0.03445 3.20958 -0.39662
H14 -1.43643 4.83414 -1.65028
H15 -0.74722 5.57717 -3.90261
H16 1.33553 4.71918 -4.91597
H17 2.73922 3.09978 -3.66796
N4 1.22745 -0.69351 -2.55090
C23 0.13668 0.03446 -2.85123
N5 -0.78345 0.36092 -1.98190
C24 -1.79250 1.14686 -2.55641
C25 -2.91300 1.64634 -1.90395
C26 -3.82014 2.38833 -2.63987
C27 -3.62238 2.63227 -4.00003
C28 -2.50984 2.13507 -4.65518
C29 -1.60341 1.39122 -3.91429
S8 -0.13515 0.61650 -4.46099
H18 1.35152 -1.02264 -1.60755
H19 1.81730 -1.06080 -3.27631
H20 -3.04605 1.48180 -0.84331
H21 -4.69583 2.79268 -2.15005
H22 -4.34771 3.21480 -4.55158
H23 -2.35563 2.31960 -5.70985

LUMO = -8.1 eV
HOMO-LUMO gap = 4.701 eV
molecular weight = 980.3 g/mol
electronic energy = -9928.8231 Eh
charge = +2
energy above the lowest of the compared OMol25 structures with the same formula, charge and spin = 66.9 kJ/mol

Mulliken population analysis, charges in e, atoms 1 to 6: Pd 0.38; Br -0.08; C -0.09; C -0.79; C -0.28; N -0.23

=====

C37H35N2O2S2Sb2V | ωB97M-V with the def2-TZVPD basis set

Cartesian coordinates (Å):
V1 -0.09722 0.01470 0.41173
C1 3.14108 -1.02716 -2.32762
C2 2.33465 -0.19765 -3.33323
C3 2.05548 1.25173 -2.90811
Sb1 0.18112 1.58174 -1.89120
C4 0.43639 3.59562 -1.29147
C5 -0.45795 4.59204 -1.66948
C6 -0.29197 5.88870 -1.19913
C7 0.76317 6.19214 -0.35011
C8 1.65718 5.20105 0.02978
C9 1.49405 3.90451 -0.43825
C10 -1.10073 1.73334 -3.56300
C11 -0.80322 2.61145 -4.60354
C12 -1.64287 2.68917 -5.70561
C13 -2.77443 1.88696 -5.77578
C14 -3.06966 1.00560 -4.74653
C15 -2.23418 0.92746 -3.63951
Sb2 2.16253 -1.31892 -0.44571
C16 0.69650 -2.80515 -0.86152
C17 -0.42492 -2.43828 -1.61463
C18 -1.50657 -3.30405 -1.73608
C19 -1.47773 -4.53490 -1.09993
C20 -0.36970 -4.90224 -0.34596
C21 0.71030 -4.03977 -0.21824
C22 3.52309 -2.41168 0.73251
C23 3.47189 -2.25160 2.11468
C24 4.31809 -2.99625 2.92513
C25 5.21407 -3.89083 2.35784
C26 5.27087 -4.04491 0.97822
C27 4.42526 -3.30649 0.16275
H1 4.08857 -0.53284 -2.10249
H2 3.37039 -2.00794 -2.74519
H3 1.40433 -0.71446 -3.59249
H4 2.91455 -0.17229 -4.25931
H5 2.00885 1.90163 -3.78271
H6 2.85257 1.64014 -2.26966
H7 -1.27927 4.36254 -2.33927
H8 -0.98508 6.66288 -1.50114
H9 0.89174 7.20301 0.01220
H10 2.48118 5.43741 0.68943
H11 2.20030 3.13763 -0.13227
H12 0.07641 3.24365 -4.55532
H13 -1.41312 3.37449 -6.51027
H14 -3.42452 1.94634 -6.63795
H15 -3.94887 0.37799 -4.80367
H16 -2.47428 0.24200 -2.83373
H17 -0.44782 -1.49337 -2.15468
H18 -2.36273 -3.01945 -2.33365
H19 -2.31769 -5.20994 -1.19086
H20 -0.34922 -5.86232 0.15205
H21 1.56220 -4.32755 0.38653
H22 2.77331 -1.55020 2.55627
H23 4.27870 -2.87328 3.99929
H24 5.87430 -4.46762 2.99109
H25 5.97252 -4.73988 0.53724
H26 4.47206 -3.43463 -0.91267
O1 -2.98173 -0.50393 5.10284
C28 -1.91564 -1.30628 5.24458
C29 -1.81793 -2.03077 6.43448
C30 -0.75170 -2.87504 6.65631
C31 0.24991 -3.02423 5.69601
C32 0.16429 -2.30983 4.52333
C33 -0.90440 -1.43985 4.27379
C34 -0.92727 -0.72207 2.99523
O2 0.06665 -0.87050 2.16586
N1 -1.95715 0.04065 2.72050
N2 -1.87093 0.61556 1.45521
C35 -2.78104 1.48707 1.20587
S1 -3.91255 2.01232 2.41639
C36 -4.84551 3.09507 1.29223
C37 -3.89888 3.61416 0.22889
S2 -2.96398 2.18872 -0.38397
H27 -2.91911 -0.07213 4.22359
H28 -2.60379 -1.90643 7.16677
H29 -0.69833 -3.42912 7.58410
H30 1.07982 -3.69489 5.86990
H31 0.92006 -2.41883 3.75791
H32 -5.25684 3.90893 1.88802
H33 -5.66307 2.52294 0.85583
H34 -3.19945 4.34741 0.62908
H35 -4.43538 4.04078 -0.61755

LUMO (spin up / spin down) = -2.8 / -2.7 eV
HOMO-LUMO gap (spin up / spin down) = 7.305 / 7.398 eV
multiplicity = 4
molecular weight = 898.3 g/mol
electronic energy = -3911.5759 Eh
charge = +1
⟨S²⟩ = 3.763
energy above the lowest of the compared OMol25 structures with the same formula, charge and spin = 0.0 kJ/mol

Mulliken population analysis, charges in e, atoms 1 to 6: V 0.63; C -1.18; C -0.35; C -1.22; Sb 0.90; C 0.75